{"formula": "C17H46N2O19S5", "method": "wB97M-V/def2-TZVPD", "spin_multiplicity": 2, "gap_ev": [9.7281, 2.6015], "charge": 1, "homo_energy_ev": [-12.48, -12.48], "symbols": ["C", "N", "O", "O", "H", "H", "H", "C", "N", "O", "O", "H", "H", "H", "O", "S", "O", "O", "C", "C", "C", "H", "H", "H", "H", "H", "H", "H", "H", "O", "S", "O", "O", "C", "C", "C", "H", "H", "H", "H", "H", "H", "H", "H", "O", "S", "O", "O", "C", "C", "C", "H", "H", "H", "H", "H", "H", "H", "H", "O", "S", "O", "O", "C", "C", "C", "H", "H", "H", "H", "H", "H", "H", "H", "O", "S", "O", "O", "C", "C", "C", "H", "H", "H", "H", "H", "H", "H", "H"], "positions_angstrom": [[4.8305, -0.4180, 2.0692], [3.5776, 0.2434, 2.6134], [3.5980, 0.4875, 3.8581], [2.7634, 0.6377, 1.7964], [5.6239, -0.1411, 2.7634], [5.0690, -0.0135, 1.0855], [4.8086, -1.5068, 2.0239], [0.4764, 1.8027, -0.0034], [0.8340, 0.8163, -0.9903], [1.9787, 0.5044, -1.2671], [-0.0808, 0.4238, -1.6904], [-0.5983, 1.6914, 0.1407], [0.7325, 2.8185, -0.3045], [0.9422, 1.5946, 0.9598], [-2.8484, 2.1716, 3.9420], [-1.4464, 2.2177, 4.3286], [-0.5959, 3.2262, 3.7730], [-1.2602, 1.9676, 5.9208], [-0.2693, 2.7488, 6.6679], [1.1640, 2.6555, 6.0329], [-0.5896, 0.6127, 3.7903], [-0.2600, 2.4474, 7.7153], [-0.5747, 3.7945, 6.6309], [1.7316, 1.7249, 6.0302], [1.7780, 3.3315, 6.6280], [1.2064, 3.0224, 5.0074], [0.4500, 0.8406, 4.0254], [-0.6729, 0.4232, 2.7201], [-1.0308, -0.1401, 4.4436], [-3.2320, 4.0977, -4.6167], [-2.5249, 3.5097, -3.4643], [-1.8540, 4.4612, -2.5544], [-3.6295, 2.6033, -2.6187], [-4.7544, 3.3084, -2.0463], [-5.7728, 2.3634, -1.4431], [-1.3722, 2.2133, -3.9933], [-5.2067, 3.9923, -2.7645], [-4.2875, 3.8992, -1.2582], [-5.5563, 2.1359, -0.3993], [-5.6708, 1.4707, -2.0602], [-6.7558, 2.7391, -1.7271], [-0.3200, 2.3112, -3.7260], [-1.4732, 2.0119, -5.0598], [-1.6606, 1.2452, -3.5840], [1.6159, -1.9487, 2.5612], [0.4827, -2.7083, 2.0068], [-0.8317, -2.1413, 2.0402], [0.9157, -3.2373, 0.4639], [0.0091, -3.8683, -0.3735], [-0.0005, -3.0486, -1.6993], [0.3839, -4.4375, 2.8034], [-0.9738, -3.8849, 0.0973], [0.4441, -4.8350, -0.6273], [-0.7760, -2.2904, -1.5909], [-0.3240, -3.4745, -2.6491], [0.9160, -2.5223, -1.9657], [1.4031, -4.8053, 2.6848], [-0.3128, -4.9249, 2.1213], [0.0248, -4.3219, 3.8261], [5.6607, 2.7360, -3.8219], [4.5841, 1.7420, -3.8661], [3.1634, 2.2082, -3.8988], [4.9014, 0.8026, -5.1500], [6.2574, 0.6329, -5.4839], [6.2086, 0.0687, -6.9083], [4.8343, 0.4400, -2.6177], [6.6741, -0.1865, -4.8983], [6.8534, 1.5453, -5.4632], [5.4891, -0.7348, -7.0657], [7.1757, -0.2833, -7.2672], [6.0219, 0.8524, -7.6425], [5.9003, 0.2936, -2.4435], [4.3377, -0.4469, -3.0111], [4.5105, 0.7204, -1.6154], [-3.2930, -3.9905, -1.3706], [-3.7969, -3.9610, -0.0262], [-3.0391, -4.5321, 1.0639], [-4.0484, -2.3135, 0.2997], [-4.0022, -1.8810, 1.6589], [-3.4848, -0.3953, 1.6719], [-5.5324, -4.5702, -0.0873], [-3.3288, -2.5075, 2.2439], [-4.9706, -1.9413, 2.1555], [-2.5555, -0.2133, 1.1322], [-3.0587, -0.0190, 2.6019], [-4.2557, 0.2565, 1.2608], [-6.0546, -4.3002, 0.8306], [-5.4415, -5.6304, -0.3234], [-5.9538, -4.2908, -1.0529]], "forces_ev_per_angstrom": [[0.6, 0.2, 0.4], [1.1, 0.9, 1.7], [-0.7, -0.8, -3.3], [0.4, -0.4, 1.2], [-0.2, 0.0, 0.0], [-0.4, 0.0, 0.1], [-0.7, 0.1, 0.1], [-0.6, 0.5, 2.1], [1.3, -0.5, -2.6], [-0.1, 0.5, 1.4], [-1.2, -0.3, -0.1], [0.1, 0.2, -0.1], [0.2, -0.3, -0.3], [0.3, 0.0, -0.3], [1.4, 0.3, 1.2], [0.4, -3.4, -1.7], [-0.5, 1.0, 0.6], [-0.5, 0.7, -0.5], [1.6, 0.2, -1.5], [-0.1, 0.6, 0.6], [-0.8, 1.7, 1.0], [-0.4, -0.5, -0.3], [0.0, 0.0, 0.0], [-0.7, -0.4, 0.3], [0.1, 0.2, 0.0], [-0.2, 0.1, 0.3], [0.0, -0.3, 0.1], [-0.4, 0.1, 0.2], [0.3, -0.2, -0.4], [0.6, -0.7, 2.0], [1.2, -0.2, -0.3], [-1.7, -1.5, -1.2], [1.2, 1.2, -1.3], [-0.4, 0.5, 1.0], [0.8, -0.4, -1.5], [-0.5, -1.1, -0.2], [0.3, 0.0, -0.3], [0.0, 0.5, 0.1], [-0.5, 0.1, -0.2], [-0.2, -0.5, 0.3], [-0.1, 0.1, 0.8], [-0.2, 0.9, 0.2], [-0.1, 0.8, -0.2], [-0.4, 0.2, 0.6], [-2.0, -1.4, -1.5], [2.1, -2.1, 0.6], [0.1, 0.2, -0.6], [1.3, 2.3, 3.5], [-0.3, 0.0, -2.6], [-1.3, 0.9, -0.1], [0.3, 2.2, -1.3], [0.0, -0.4, -0.4], [-0.4, -0.4, 0.5], [0.2, 0.4, 0.2], [0.0, -1.1, 0.4], [0.3, -0.2, 0.7], [-0.2, -0.2, 0.3], [-0.1, -0.3, 0.4], [0.1, -0.1, -0.2], [-1.8, -1.3, 0.4], [-0.6, 1.4, 0.1], [3.5, -1.7, -0.1], [-1.8, 1.4, 1.1], [0.9, -1.6, -1.9], [0.6, 0.6, -0.9], [0.1, 0.7, 0.3], [0.2, 0.4, 0.6], [-0.3, -0.1, 0.4], [0.0, 0.1, 0.3], [0.2, -0.3, 0.5], [-0.5, 0.2, 0.1], [0.1, -0.1, -0.8], [0.0, 0.1, 0.3], [-0.7, 0.2, -0.4], [-0.1, 0.0, 0.7], [-1.0, 1.8, 0.1], [-0.8, 0.3, -0.7], [0.2, -2.3, -0.7], [1.3, 1.4, 1.0], [0.2, -0.6, -0.3], [1.5, -0.3, -0.7], [0.1, 0.0, -0.2], [-0.3, 0.1, -0.3], [-0.2, -0.8, -1.0], [-1.2, -0.3, 0.7], [0.1, 0.2, 0.3], [-0.1, -0.2, -0.3], [0.2, -0.3, 1.0], [-0.1, 1.1, 0.4]], "lowdin_spin": [0.00, 0.00, 0.00, 0.00, 0.00, 0.00, 0.00, 0.00, 0.00, 0.00, 0.00, 0.00, 0.00, 0.00, 0.00, 0.00, 0.00, 0.00, 0.00, 0.00, 0.00, 0.00, 0.00, 0.00, 0.00, 0.00, 0.00, 0.00, 0.00, 0.31, -0.06, 0.30, 0.36, 0.05, 0.01, -0.01, 0.02, 0.03, 0.00, 0.00, 0.00, 0.00, 0.00, 0.00, 0.00, 0.00, 0.00, 0.00, 0.00, 0.00, 0.00, 0.00, 0.00, 0.00, 0.00, 0.00, 0.00, 0.00, 0.00, 0.00, 0.00, 0.00, 0.00, 0.00, 0.00, 0.00, 0.00, 0.00, 0.00, 0.00, 0.00, 0.00, 0.00, 0.00, 0.00, 0.00, 0.00, 0.00, 0.00, 0.00, 0.00, 0.00, 0.00, 0.00, 0.00, 0.00, 0.00, 0.00, 0.00]}

{"formula": "C17H47N14O8", "method": "wB97M-V/def2-TZVPD", "spin_multiplicity": 1, "gap_ev": 9.7459, "charge": 1, "homo_energy_ev": -11.60, "symbols": ["C", "C", "O", "C", "C", "C", "N", "O", "C", "C", "C", "C", "C", "C", "N", "H", "H", "H", "H", "H", "H", "H", "H", "H", "H", "H", "H", "H", "H", "H", "H", "H", "H", "H", "H", "H", "H", "H", "C", "O", "N", "N", "H", "H", "H", "H", "C", "O", "N", "N", "H", "H", "H", "H", "C", "O", "N", "N", "H", "H", "H", "H", "C", "O", "N", "N", "H", "H", "H", "H", "C", "O", "N", "N", "H", "H", "H", "H", "C", "O", "N", "N", "H", "H", "H", "H"], "positions_angstrom": [[3.6473, -2.9762, 1.2942], [3.0530, -2.0254, 0.2646], [2.8248, -0.7346, 0.8637], [1.7625, -0.0526, 0.2316], [0.3555, -0.4921, 0.6809], [0.3539, -0.8606, 2.1552], [0.3164, 0.3633, 3.0080], [0.5106, 0.0732, 4.3718], [-0.9726, 1.0761, 2.8128], [-1.0952, 1.5689, 1.3765], [-0.6448, 0.6082, 0.2462], [-1.8335, 0.1132, -0.5776], [-2.9927, -0.4872, 0.1869], [-4.3154, -0.2158, -0.4588], [-2.7925, -1.1039, 1.2811], [3.4144, -2.6094, 2.2996], [4.7348, -3.0252, 1.2272], [3.2326, -3.9810, 1.2024], [3.7583, -1.8802, -0.5618], [2.1249, -2.3896, -0.1791], [1.8900, 1.0120, 0.4706], [1.8264, -0.1483, -0.8589], [0.0789, -1.4163, 0.1648], [-0.5408, -1.4298, 2.4172], [1.2606, -1.4021, 2.4306], [1.0983, 0.9772, 2.7566], [0.3463, -0.8800, 4.4597], [-1.7479, 0.3698, 3.1084], [-0.9890, 1.9185, 3.5047], [-2.1364, 1.8659, 1.2344], [-0.5258, 2.4975, 1.2801], [-0.0796, 1.2348, -0.4523], [-2.2388, 0.9808, -1.1093], [-1.4975, -0.5931, -1.3472], [-4.4500, 0.8655, -0.5504], [-4.3739, -0.6566, -1.4582], [-5.1531, -0.6122, 0.1216], [-3.6780, -1.4365, 1.6672], [5.3578, 2.3081, 1.8504], [5.8019, 3.4297, 1.9910], [5.9423, 1.1989, 2.4022], [4.2198, 2.0493, 1.1246], [5.5697, 0.2728, 2.3024], [6.7716, 1.3408, 2.9480], [3.7623, 2.8339, 0.7000], [3.8586, 1.1188, 1.0054], [2.0745, -1.9689, -3.5837], [1.5153, -2.0634, -2.4977], [2.5116, -3.0636, -4.2663], [2.3021, -0.7660, -4.1852], [2.9679, -3.0129, -5.1573], [2.3547, -3.9612, -3.8482], [1.9810, 0.0590, -3.7155], [2.7563, -0.6718, -5.0739], [-1.5107, 5.2353, 0.0966], [-1.0223, 4.1715, -0.2762], [-0.7946, 6.1398, 0.8279], [-2.7974, 5.5775, -0.1729], [-1.1696, 7.0172, 1.1347], [0.1671, 5.9297, 1.0152], [-3.3720, 4.9154, -0.6645], [-3.2166, 6.4321, 0.1406], [-6.1645, 3.6518, -0.5696], [-5.2835, 4.4978, -0.5336], [-6.9681, 3.4698, -1.6558], [-6.3936, 2.8019, 0.4814], [-7.7007, 2.7866, -1.6936], [-6.8288, 4.0824, -2.4375], [-5.8212, 2.9269, 1.2946], [-7.0890, 2.0796, 0.4746], [7.6209, -3.6396, 0.3981], [6.9410, -3.6809, 1.4111], [8.1693, -4.7605, -0.1553], [7.8887, -2.4685, -0.2574], [8.7456, -4.7483, -0.9747], [8.0032, -5.6308, 0.3139], [7.5319, -1.6217, 0.1429], [8.4619, -2.4148, -1.0776], [-6.7840, -2.9742, -2.1198], [-7.6270, -2.3498, -1.5011], [-5.7545, -3.6203, -1.4840], [-6.7842, -3.0656, -3.4826], [-5.0265, -4.1233, -1.9542], [-5.7526, -3.5764, -0.4828], [-7.5330, -2.6113, -3.9710], [-6.1075, -3.5899, -4.0030]], "forces_ev_per_angstrom": [[0.0, 0.3, 0.2], [0.4, -0.2, -0.1], [-0.3, 0.0, 0.0], [0.1, 0.3, 0.0], [0.0, -0.2, -0.1], [-0.1, -0.2, 0.1], [0.0, 0.0, -0.1], [0.0, 0.0, -0.1], [-0.4, 0.2, 0.1], [0.4, 0.2, 0.0], [-0.1, -0.1, 0.1], [-0.1, 0.1, 0.1], [0.3, 0.1, -0.2], [-0.5, -0.2, 0.3], [-0.1, 0.0, 0.0], [-0.1, -0.1, -0.1], [-0.1, -0.1, 0.0], [0.1, 0.0, -0.1], [-0.2, 0.0, 0.0], [0.0, 0.0, 0.1], [0.0, -0.1, 0.0], [0.0, 0.0, 0.1], [0.1, 0.0, 0.0], [0.0, 0.1, -0.1], [0.0, 0.1, -0.1], [0.0, 0.0, 0.1], [0.0, 0.1, 0.0], [0.1, -0.1, -0.2], [0.1, -0.1, 0.0], [0.1, 0.0, 0.0], [-0.1, 0.0, 0.0], [-0.1, 0.0, 0.0], [0.1, -0.1, -0.1], [-0.1, 0.0, 0.1], [0.0, -0.1, -0.1], [0.1, 0.1, 0.0], [0.1, 0.0, 0.0], [0.0, 0.0, 0.0], [0.0, 0.0, 0.0], [0.0, 0.0, 0.0], [0.0, 0.0, 0.0], [-0.1, 0.0, 0.2], [0.0, 0.0, 0.0], [0.0, 0.0, 0.0], [0.1, 0.0, -0.1], [0.1, -0.1, -0.1], [0.0, -0.1, 0.0], [-0.1, 0.1, 0.0], [0.0, 0.0, 0.0], [0.0, 0.0, 0.0], [0.0, 0.0, 0.0], [0.0, 0.0, 0.0], [0.0, 0.0, 0.0], [0.0, 0.0, 0.0], [-0.4, 0.2, -0.1], [0.2, -0.2, 0.0], [0.1, 0.0, 0.1], [0.7, -0.1, 0.0], [0.0, 0.0, 0.0], [0.0, 0.0, 0.0], [-0.2, 0.1, 0.1], [0.0, 0.0, 0.0], [-0.2, -0.4, 0.0], [-0.2, 0.0, -0.1], [0.2, 0.1, 0.1], [0.1, 0.1, -0.2], [0.0, 0.0, 0.0], [0.0, 0.0, 0.0], [0.0, 0.0, 0.0], [-0.1, 0.0, 0.0], [0.1, 0.0, 0.1], [0.0, 0.1, -0.1], [-0.1, 0.0, 0.0], [-0.1, 0.0, -0.1], [0.0, 0.0, 0.0], [0.0, 0.0, 0.0], [0.0, 0.0, 0.0], [0.0, 0.0, 0.0], [0.1, 0.0, 0.0], [0.0, 0.1, 0.0], [0.0, 0.1, 0.0], [0.0, 0.1, 0.0], [-0.1, 0.0, 0.0], [0.0, -0.1, 0.0], [0.0, 0.0, 0.0], [0.0, 0.0, 0.0]], "mulliken_charge": [-1.25, -0.04, -0.51, -1.42, 0.76, -1.84, 0.45, -0.48, -0.78, -1.08, 0.65, -2.11, 1.02, -1.34, -0.51, 0.28, 0.18, 0.39, 0.43, 0.24, 0.84, -0.01, 0.51, 0.50, 0.70, 0.35, 0.42, 0.30, 0.50, 0.38, 0.36, 0.55, 0.58, 0.56, 0.22, 0.24, 0.49, 0.23, 0.47, -0.66, -0.31, -0.28, 0.18, 0.19, 0.15, 0.39, 0.67, -0.58, -0.44, -0.35, 0.15, 0.22, 0.21, 0.17, 0.72, -0.66, -0.39, -0.28, 0.15, 0.22, 0.19, 0.15, 0.74, -0.73, -0.42, -0.40, 0.17, 0.22, 0.20, 0.18, 0.69, -0.66, -0.40, -0.38, 0.16, 0.22, 0.20, 0.17, 0.73, -0.64, -0.40, -0.42, 0.17, 0.20, 0.21, 0.16]}

Number 1: total energy -4204.58097 hartree. Number 2: total energy -2044.43625 hartree.